[1]
Molecular formula: C23H32N4O4S
Method: DFT, the ωB97M-V functional and the def2-TZVPD basis

For the HOMO energy, the calculation gives -0.285 Eh. The frontier orbital gap is 8.359 eV. Its LUMO energy is 0.61 eV.

ORCA input file:
```
! RIJCOSX wB97M-V def2-TZVPD def2/J DEFGRID3
* xyz 0 1
C 1.5773 -3.9670 5.6549
C 0.5852 -3.8209 4.5107
O 1.0958 -4.3708 3.2977
C 1.9447 -3.5850 2.6034
O 2.1980 -2.4354 2.8988
N 2.4867 -4.2298 1.5426
C 1.8684 -5.4000 0.9611
C 0.8026 -4.9583 -0.0544
C 1.2093 -3.6382 -0.7422
N 0.6463 -2.4858 -0.0670
C -0.2690 -1.6795 -0.6464
O -0.7196 -1.8789 -1.7551
C -0.6592 -0.4729 0.2009
C -2.1652 -0.2233 0.1058
C -2.5331 1.0769 0.8157
N -1.7822 2.1917 0.2764
C -2.4250 3.1080 -0.4886
O -3.6208 3.0217 -0.7317
C -1.6303 4.2574 -0.9718
C -0.7967 5.1013 -0.2538
C -0.4083 6.1066 -1.1465
S 0.5702 7.5310 -1.2195
C 0.1501 7.7368 -2.8942
C -0.6873 6.7873 -3.3826
C -1.0155 5.8463 -2.3807
N -1.7795 4.7317 -2.2518
C -2.5115 4.0853 -3.3118
C -1.6831 2.9806 -3.9648
C -0.3528 2.0262 0.3770
C 0.0892 0.7492 -0.3439
C 2.7354 -3.5240 -0.8023
C 3.3248 -3.4898 0.6165
H 1.1308 -3.5979 6.5737
H 2.4737 -3.3899 5.4415
H 1.8508 -5.0113 5.7855
H 0.3468 -2.7639 4.3520
H -0.3304 -4.3827 4.7071
H 1.4299 -6.0084 1.7503
H 2.6564 -5.9770 0.4708
H 0.6656 -5.7389 -0.8021
H -0.1521 -4.8044 0.4497
H 0.7864 -3.6060 -1.7518
H 1.0125 -2.2430 0.8398
H -0.3737 -0.6369 1.2454
H -2.4440 -0.1631 -0.9475
H -2.7138 -1.0533 0.5536
H -2.3109 0.9961 1.8863
H -3.5930 1.2993 0.6831
H -0.5413 5.0155 0.7833
H 0.5652 8.5745 -3.4187
H -1.0436 6.7686 -4.3966
H -2.7733 4.8472 -4.0498
H -3.4292 3.6683 -2.8907
H -1.4631 2.1976 -3.2427
H -2.2353 2.5407 -4.7905
H -0.7439 3.3800 -4.3431
H -0.0810 1.9609 1.4374
H 0.1509 2.8865 -0.0620
H -0.1246 0.8410 -1.4110
H 1.1662 0.6205 -0.2203
H 3.1214 -4.3804 -1.3560
H 3.0206 -2.6202 -1.3402
H 3.4031 -2.4672 0.9912
H 4.3278 -3.9307 0.6200
*
```

***

[2]
Molecular formula: C23H32N6O3PRuS3
Method: DFT, the ωB97M-V functional and the def2-TZVPD basis

For the HOMO energy (spin up / spin down), the calculation gives -0.277 / -0.274 Eh. The frontier orbital gap (spin up / spin down) is 7.719 / 6.484 eV. The expectation value of S² is 0.76. Its LUMO energy (spin up / spin down) is 0.19 / -0.97 eV.

ORCA input file:
```
! RIJCOSX wB97M-V def2-TZVPD def2/J DEFGRID3
* xyz 0 2
Ru -0.8720 0.0121 1.7503
S 1.4063 0.1544 2.4655
C 0.9171 1.4357 3.4941
S -0.7833 1.7337 3.2628
C 1.7193 2.1328 4.3601
C 3.1091 1.8284 4.4422
N 4.2342 1.5860 4.4905
C 1.1875 3.1609 5.1908
N 0.7347 3.9831 5.8579
C 0.5348 0.6389 -6.2056
C 0.2675 1.0648 -4.7884
C 1.1315 1.9291 -4.1245
C 0.8813 2.3325 -2.8206
C -0.2577 1.8797 -2.1732
C -1.1389 1.0258 -2.8212
C -0.8678 0.6153 -4.1152
S -0.6132 2.5330 -0.5633
O -1.5229 3.6292 -0.7631
O 0.6495 2.7595 0.0717
N -1.3775 1.3277 0.2107
C -2.7374 1.2872 0.4435
C -3.8034 2.0107 -0.1057
C -5.0672 1.7303 0.3662
C -5.2730 0.7631 1.3535
C -4.1769 0.0886 1.8365
N -2.9478 0.3348 1.3791
H 1.5780 0.7970 -6.4758
H -0.0798 1.2132 -6.9016
H 0.2977 -0.4150 -6.3522
H 2.0202 2.2874 -4.6309
H 1.5580 3.0018 -2.3059
H -2.0358 0.6857 -2.3173
H -1.5520 -0.0593 -4.6166
H -3.6208 2.7779 -0.8396
H -5.9117 2.2799 -0.0293
H -6.2598 0.5489 1.7360
H -4.2632 -0.6740 2.6013
N -0.9961 -1.2368 3.5388
C -1.0223 -2.7184 3.6531
C -1.4973 -3.3499 2.3589
C -0.3568 -3.4134 1.3330
C -0.7902 -2.8959 -0.0198
N -0.9293 -1.4225 0.0437
H -0.2288 -0.8785 4.1055
H -1.8370 -0.8507 3.9577
H -1.6323 -3.0018 4.5124
H -0.0024 -3.0473 3.8555
H -2.3173 -2.7384 1.9676
H -1.9088 -4.3433 2.5436
H 0.0379 -4.4281 1.2564
H 0.4725 -2.7750 1.6505
H -1.7558 -3.3236 -0.3012
H -0.0663 -3.1605 -0.7905
H -1.6920 -1.1054 -0.5427
H -0.0524 -1.0472 -0.3407
C 3.4254 0.9061 -0.4167
P 3.0472 -0.7923 -0.8521
C 3.0163 -0.8890 -2.6499
C 4.4779 -1.7563 -0.3395
O 1.7797 -1.3017 -0.2388
H 4.2066 1.3171 -1.0579
H 3.7513 0.9377 0.6236
H 2.5183 1.5074 -0.4906
H 3.9564 -0.5504 -3.0867
H 2.2015 -0.2687 -3.0239
H 2.8350 -1.9244 -2.9408
H 5.3917 -1.3821 -0.8023
H 4.3323 -2.8012 -0.6134
H 4.5706 -1.6862 0.7447
*
```

***

[3]
Molecular formula: C23H32NO5
Method: DFT, the ωB97M-V functional and the def2-TZVPD basis

For the HOMO energy, the calculation gives -0.125 Eh. The frontier orbital gap is 4.335 eV. Its LUMO energy is 0.92 eV.

ORCA input file:
```
! RIJCOSX wB97M-V def2-TZVPD def2/J DEFGRID3
* xyz -1 1
C -1.8750 -3.7724 -1.0240
C -0.7743 -2.8397 -1.4357
O -0.4407 -2.1326 -0.2057
C 0.6000 -1.2809 -0.3501
C 1.1470 -0.8538 0.9266
C 2.5674 -0.5948 0.9670
O 3.0645 -0.0292 1.9581
C 3.5835 -0.9909 -0.1084
C 3.9500 0.1500 -1.0559
C 4.4074 1.4380 -0.3443
C 3.3554 2.5563 -0.2826
C 2.9639 3.0525 1.1245
C 1.4573 3.3317 1.2904
C 0.5741 2.0873 1.4303
C 0.5869 1.4228 2.8027
C -0.2479 0.1413 2.7951
C 0.4857 -1.0866 2.2488
O 1.0035 -0.9311 -1.4545
H -2.3548 -4.2410 -1.8840
H -1.4525 -4.5566 -0.3906
H -2.6464 -3.2605 -0.4436
H 0.1268 -3.3845 -1.7460
H -1.0677 -2.1381 -2.2307
H 4.4979 -1.3045 0.4185
H 3.1964 -1.8363 -0.6863
H 4.7730 -0.1990 -1.6978
H 3.1033 0.3394 -1.7228
H 4.7374 1.1654 0.6643
H 5.2809 1.8253 -0.8869
H 3.7696 3.4229 -0.8194
H 2.4538 2.2625 -0.8361
H 3.3022 2.3405 1.8904
H 3.4937 3.9965 1.3173
H 1.2974 3.9696 2.1703
H 1.0976 3.8704 0.4032
H -0.4744 2.3382 1.1919
H 0.8694 1.3340 0.6826
H 1.6152 1.1744 3.0944
H 0.1873 2.1448 3.5336
H -0.6285 -0.0479 3.8111
H -1.1143 0.2968 2.1525
H -0.1926 -1.9447 2.1902
H 1.2740 -1.3099 2.9808
C -2.2191 -0.2062 -0.1610
C -2.9046 -0.4065 1.0188
N -3.2717 0.7108 1.7962
O -4.0308 0.6357 2.7896
O -2.7677 1.8111 1.4059
C -2.9340 -0.4451 -1.3946
C -2.6180 0.2675 -2.5783
C -3.3216 0.0342 -3.7515
C -4.3623 -0.9134 -3.7758
C -4.7609 -1.5349 -2.5848
C -4.0593 -1.3010 -1.4050
H -1.3237 0.4089 -0.2046
H -3.2575 -1.4134 1.3256
H -1.7954 0.9855 -2.5149
H -3.0661 0.5858 -4.6569
H -4.9014 -1.1293 -4.6984
H -5.6206 -2.2119 -2.5708
H -4.3386 -1.8036 -0.4791
*
```